114
Properties=species:S:1:pos:R:3 method="wB97M-V/def2-TZVPD" de_lowest_kcal_mol=25.15 largest_force_ha_per_bohr=0.0697 multiplicity=2 charge=-1 s2=0.75 e_tot_ev=-55497.840 e_lumo_ev="2.436 / 2.465"
O 33.15 9.86 27.82
O 28.37 12.91 26.50
O 27.61 12.67 23.91
O 30.20 18.00 23.94
O 36.30 15.96 25.31
O 32.75 12.54 25.48
O 31.33 15.25 29.94
O 30.91 13.88 27.06
O 26.71 16.26 26.69
O 28.79 12.14 30.63
N 24.79 16.24 28.90
N 35.45 17.97 27.34
N 30.38 12.01 23.65
N 32.07 14.90 22.95
N 32.66 12.26 30.64
N 26.14 14.63 31.25
C 26.19 12.71 24.06
C 26.75 17.24 27.74
C 34.00 13.12 28.75
C 27.12 13.63 31.67
C 34.93 16.26 25.63
C 25.30 17.41 28.28
C 26.45 12.57 32.48
C 29.44 11.61 29.47
C 29.60 15.34 22.77
C 27.98 11.66 23.03
C 25.11 18.58 29.26
C 36.95 14.92 26.05
C 29.48 11.58 22.58
C 33.16 11.91 29.33
C 31.08 16.86 24.19
C 33.63 10.43 29.04
C 33.33 8.49 27.67
C 30.42 18.91 24.95
C 33.36 16.81 27.53
C 29.89 10.25 21.99
C 27.72 13.02 30.33
C 27.96 16.13 26.05
C 34.81 16.70 27.11
C 31.04 15.92 22.94
H 25.55 19.45 28.76
H 31.87 14.31 22.16
H 31.39 14.37 30.33
H 31.40 19.38 25.05
H 34.23 15.44 25.48
H 34.71 10.27 29.10
H 33.26 17.52 28.36
H 29.77 12.70 24.06
H 26.26 12.88 33.50
H 25.58 12.17 31.95
H 30.90 16.22 25.05
H 31.07 15.09 29.03
H 32.89 15.89 27.86
H 32.77 8.24 26.77
H 37.21 15.41 26.99
H 35.39 16.04 27.76
H 32.18 12.04 28.88
H 27.25 11.33 22.29
H 29.13 10.00 21.25
H 34.93 18.49 26.65
H 30.72 10.36 21.29
H 24.03 18.71 29.31
H 33.96 13.14 27.66
H 36.39 14.00 26.22
H 36.39 17.99 26.97
H 27.08 18.21 27.36
H 27.67 15.61 25.13
H 24.75 17.73 27.40
H 32.12 14.34 23.80
H 27.01 11.64 32.60
H 24.95 15.48 28.25
H 26.90 12.48 29.85
H 30.25 18.49 25.94
H 29.96 12.37 28.88
H 30.40 11.31 24.37
H 29.68 19.70 24.77
H 35.08 13.08 28.91
H 28.66 11.22 28.82
H 33.68 14.14 28.97
H 25.67 11.77 24.29
H 27.88 10.83 23.72
H 34.54 16.99 24.92
H 30.15 10.83 29.73
H 29.94 9.44 22.71
H 28.74 15.56 26.56
H 29.32 14.73 23.62
H 33.42 12.20 31.31
H 29.72 12.27 21.77
H 31.18 16.48 22.02
H 27.96 14.12 32.16
H 28.79 16.07 22.78
H 25.87 15.16 32.07
H 37.91 14.77 25.56
H 28.35 17.10 25.77
H 32.14 17.01 24.38
H 25.32 14.13 30.94
H 27.64 12.79 27.11
H 31.56 13.39 26.56
H 29.45 14.71 21.90
H 28.06 13.73 29.58
H 30.09 13.76 26.58
H 34.35 8.12 27.55
H 32.20 12.05 24.86
H 33.63 12.16 25.35
H 33.12 9.88 29.83
H 32.76 17.15 26.69
H 25.99 13.37 24.90
H 31.90 11.70 31.00
H 27.42 16.97 28.56
H 25.32 15.94 29.70
H 27.95 12.93 25.64
H 25.68 18.33 30.15
H 25.83 13.08 23.09
H 32.95 7.94 28.53

=====

114
Properties=species:S:1:pos:R:3 method="wB97M-V/def2-TZVPD" de_lowest_kcal_mol=98.39 largest_force_ha_per_bohr=0.0773 e_tot_ev=-55497.639 smiles=COC[C@H](C)N.COC[C@H](C)N.COC[C@H](C)N.COC[C@H](C)N.COC[C@H](C)N.COC[C@H](C)N.O.O.O.O e_lumo_ev=0.359
O -18.36 0.31 -20.36
O -14.77 0.19 -17.57
O -11.10 1.07 -12.84
O -15.30 1.58 -10.54
O -17.19 4.71 -13.96
O -14.75 4.70 -17.47
O -12.49 3.22 -13.37
O -12.57 -3.20 -14.11
O -12.58 -1.15 -18.33
O -15.16 2.19 -15.47
N -14.31 6.58 -15.53
N -13.03 1.50 -19.45
N -19.40 2.66 -19.25
N -16.24 -3.26 -13.99
N -17.59 3.06 -11.05
N -12.01 1.31 -15.67
C -16.25 1.19 -11.54
C -18.15 -1.10 -20.78
C -14.82 6.41 -13.28
C -11.47 -3.21 -13.19
C -11.24 0.61 -11.54
C -17.68 1.63 -11.31
C -15.10 0.64 -9.49
C -12.07 -2.23 -17.56
C -10.97 0.48 -15.14
C -18.04 2.20 -18.87
C -14.97 -2.86 -14.51
C -9.64 1.04 -15.41
C -12.35 0.40 -20.17
C -17.98 2.61 -17.37
C -15.03 5.76 -14.60
C -11.20 0.03 -13.71
C -11.65 -0.46 -19.10
C -15.02 -1.35 -14.69
C -18.48 1.30 -12.55
C -18.49 5.00 -13.65
C -13.83 -3.25 -13.46
C -16.56 5.55 -14.93
C -18.06 0.62 -18.99
C -11.34 1.07 -21.11
H -17.34 2.62 -19.59
H -18.85 -1.62 -20.12
H -10.54 0.41 -21.41
H -14.68 -3.34 -15.44
H -16.23 -2.95 -13.03
H -14.09 -0.48 -17.62
H -15.03 4.00 -16.89
H -13.68 1.17 -18.75
H -11.93 -3.14 -18.14
H -10.64 -0.28 -11.32
H -14.86 1.58 -16.14
H -10.58 -3.11 -13.81
H -18.59 5.80 -12.91
H -16.29 0.11 -11.61
H -15.17 -0.39 -9.84
H -14.14 0.88 -9.04
H -15.19 -0.87 -13.73
H -12.69 -2.53 -16.71
H -14.55 5.43 -16.88
H -18.98 5.23 -14.59
H -15.87 1.44 -12.54
H -16.97 2.63 -16.95
H -16.13 -4.24 -13.80
H -19.59 2.04 -20.03
H -15.94 0.88 -8.84
H -15.43 7.28 -13.02
H -16.70 5.35 -15.99
H -9.64 1.63 -16.33
H -13.80 -2.68 -12.53
H -19.13 4.19 -13.29
H -10.98 2.01 -20.69
H -18.03 1.09 -10.43
H -13.31 6.42 -15.44
H -12.03 2.15 -15.11
H -15.57 -0.26 -17.85
H -11.53 -2.31 -12.58
H -16.88 6.59 -14.92
H -10.73 1.32 -10.89
H -11.02 0.16 -18.47
H -12.27 0.39 -11.26
H -12.21 -0.36 -13.58
H -11.15 -0.33 -15.85
H -17.05 0.32 -18.72
H -13.04 -0.10 -20.85
H -17.18 -1.57 -20.68
H -14.10 -0.90 -15.07
H -17.18 3.46 -11.88
H -8.84 0.37 -15.73
H -18.47 -1.08 -21.83
H -18.48 0.21 -12.56
H -13.57 2.15 -20.01
H -18.50 1.94 -16.68
H -18.25 3.64 -17.14
H -11.84 1.38 -22.03
H -10.58 -0.82 -13.42
H -18.77 0.08 -18.36
H -13.83 6.78 -13.04
H -13.00 3.37 -12.58
H -11.33 -4.16 -12.67
H -11.71 1.56 -16.60
H -11.08 -1.91 -17.23
H -16.87 3.13 -10.34
H -19.54 1.53 -12.43
H -15.01 5.62 -12.56
H -20.09 2.46 -18.54
H -17.99 1.97 -13.25
H -14.24 7.48 -15.10
H -14.43 2.24 -14.85
H -9.36 1.59 -14.51
H -15.87 -1.13 -15.34
H -14.55 4.78 -14.62
H -13.96 -4.28 -13.16
H -10.89 -1.11 -19.54
H -12.11 2.35 -13.26

=====

123
Properties=species:S:1:pos:R:3 method="wB97M-V/def2-TZVPD" de_lowest_kcal_mol=18.54 largest_force_ha_per_bohr=0.0546 e_tot_ev=-61740.160 e_lumo_ev=0.118
O -1.81 3.65 5.23
O -1.65 -3.86 -2.14
O -0.64 5.77 0.12
O -0.29 -1.26 -4.35
O -0.35 1.59 -3.61
O 2.38 -2.35 0.43
O 6.10 0.28 1.72
O -3.54 0.24 -1.17
O -3.14 0.20 1.89
O 1.30 1.87 1.66
O -5.03 2.26 -4.58
O -3.88 3.07 1.36
O -3.01 -1.08 -3.64
N 4.62 -4.02 2.90
N -2.63 -5.60 -5.25
N -1.36 2.31 -0.96
N -4.65 5.00 -4.50
N -0.57 0.47 3.83
N 4.48 -0.51 4.11
C -1.26 2.87 4.19
C -3.93 2.73 -3.85
C 3.11 -2.16 -0.79
C -3.72 -5.83 -3.03
C -5.83 1.34 -3.87
C -1.49 -4.60 -3.31
C -2.51 4.75 -3.36
C 6.53 -1.43 5.08
C -2.24 4.93 4.77
C 0.84 1.85 5.26
C 1.79 0.56 1.54
C 2.87 -5.06 1.58
C 5.96 -0.51 3.98
C 6.45 -0.80 2.57
C 3.87 -3.92 1.62
C -0.58 1.49 -0.01
C -0.15 0.18 -0.68
C 0.61 2.31 0.50
C -2.81 -4.99 -3.93
C 3.26 -2.55 1.52
C -0.46 -3.47 -1.52
C 6.55 0.06 0.39
C -0.60 1.59 4.77
C -3.48 4.11 -4.33
H 4.21 -0.16 3.20
H -0.92 -0.37 -1.22
H 7.14 -0.85 0.23
H 5.69 -0.06 -0.27
H 0.13 -2.91 -2.26
H -0.43 3.45 3.76
H -2.99 5.24 5.51
H -4.66 -6.09 -3.50
H -3.09 -0.13 0.98
H -6.70 1.13 -4.49
H -1.22 1.19 5.58
H -1.64 3.12 -0.41
H -2.64 -4.85 -5.93
H 4.60 -4.11 0.82
H 0.05 -0.50 0.16
H 2.35 -2.01 -1.56
H -2.69 4.87 3.77
H -6.20 1.77 -2.93
H -4.39 -0.16 -0.94
H -3.14 -6.66 -2.61
H 4.06 -1.81 1.57
H -3.38 -6.21 -5.52
H 7.18 0.91 0.12
H 1.39 2.45 -0.28
H -4.16 2.88 -2.79
H 0.09 0.68 3.09
H -0.72 -2.78 -0.72
H -1.45 6.27 -0.05
H 2.25 -4.93 0.68
H -3.10 2.02 -3.90
H -1.63 4.09 -3.31
H -3.79 2.61 0.52
H 4.39 -4.85 3.43
H 0.74 0.13 -1.30
H -5.25 0.43 -3.67
H 4.19 0.12 4.85
H -3.39 -4.06 -4.08
H -1.38 5.61 4.78
H 4.41 -3.22 3.50
H -1.07 -5.59 -3.04
H -2.91 4.97 -2.37
H 7.60 -1.24 5.21
H -1.97 2.56 3.42
H 6.47 -2.46 4.70
H -2.19 1.73 -1.12
H 2.59 0.40 2.26
H 5.95 -1.37 5.99
H -5.42 4.49 -4.95
H 1.05 -0.22 1.71
H 2.62 -2.45 2.40
H 0.16 -4.23 -1.04
H 0.07 6.41 0.04
H 3.31 -6.05 1.62
H -4.42 5.68 -5.23
H -4.01 -5.19 -2.19
H 3.63 -3.10 -0.96
H -1.12 1.24 0.91
H 0.43 3.37 0.72
H 2.08 -4.95 2.34
H 7.52 -1.02 2.57
H 0.33 2.15 -3.24
H -1.10 1.70 -3.00
H -0.05 -0.32 -4.20
H 6.31 0.47 4.32
H -1.47 0.43 3.35
H 6.02 -1.73 2.16
H -3.06 4.10 -5.35
H 1.57 1.63 4.49
H -3.43 -1.01 -4.51
H 2.15 0.34 0.53
H -0.87 -4.08 -4.04
H 0.28 -1.54 -5.07
H -2.05 -1.08 -3.83
H 0.97 2.86 5.63
H -3.17 -0.36 -1.85
H 1.00 1.07 6.02
H -4.81 3.33 1.40
H -3.72 0.97 1.85
H 3.74 -1.27 -0.78
H -2.03 5.65 -3.76

=====

135
Properties=species:S:1:pos:R:3 method="wB97M-V/def2-TZVPD" de_lowest_kcal_mol=33.32 largest_force_ha_per_bohr=0.0499 e_tot_ev=-70059.825 e_lumo_ev=0.020
O 3.18 1.53 -5.34
O 1.55 -3.99 0.67
O -0.49 4.18 -0.66
O 2.42 1.53 -1.64
O -3.73 -3.31 0.90
O 2.19 4.10 -1.07
O -0.86 3.62 2.09
O 3.60 -0.55 3.32
O 3.87 4.05 3.09
O 0.06 2.10 8.16
O -1.73 1.34 3.76
O 6.05 -1.48 -1.20
O -3.85 0.68 -1.28
O -1.20 -1.51 -2.93
O 4.59 4.39 -2.49
O -1.52 1.21 -2.99
O 1.75 4.50 1.69
N -0.43 2.49 -5.36
N -4.46 -1.12 -3.27
N 2.37 1.28 1.26
N 4.06 -3.31 -1.98
N 1.17 1.52 4.83
N -5.63 -6.44 0.55
C -5.41 -5.00 0.61
C -0.74 1.43 9.16
C -5.49 -0.86 -2.31
C 2.73 -3.35 -1.35
C 3.27 0.23 -5.69
C -6.49 -4.41 1.55
C -4.82 -0.33 -0.98
C 0.54 -0.26 1.23
C -0.09 1.49 6.88
C -4.01 -4.68 1.06
C 3.63 0.84 -1.81
C 1.89 1.86 -4.82
C 1.62 -3.47 -2.45
C 2.63 -4.31 -0.14
C 0.79 2.01 -5.96
C -2.33 -3.01 1.23
C 1.26 3.03 -6.99
C -6.43 -2.12 -2.22
C 0.70 3.70 5.77
C 1.33 0.81 -1.01
C 0.98 2.24 6.06
C 1.77 0.28 0.41
C -3.21 1.09 -0.04
C 1.95 -3.23 1.77
H -0.81 1.06 3.82
H -0.24 0.49 1.27
H -0.72 3.70 1.15
H 2.46 -3.75 2.59
H 2.51 -0.51 0.28
H 1.46 4.15 5.14
H -1.74 -3.21 0.34
H 1.78 2.07 1.46
H 2.03 1.88 4.43
H 0.61 4.28 6.69
H 2.95 4.47 -1.53
H -6.61 -6.56 0.33
H 0.22 0.45 6.86
H -7.34 -1.96 -1.64
H 0.52 1.53 -0.89
H -4.28 -1.12 -0.45
H -5.54 0.05 -0.26
H 5.24 4.06 -1.86
H -0.93 -1.95 -3.73
H -7.40 -4.70 1.04
H 2.89 -0.40 -4.88
H 0.97 -0.05 -1.59
H -6.78 -2.46 -3.20
H -1.22 0.31 -2.81
H -2.73 0.32 0.57
H -1.84 -2.10 -2.53
H 0.72 -0.60 2.25
H -5.35 -6.76 1.46
H -2.28 -1.94 1.46
H 0.44 4.37 -0.74
H 5.47 -2.19 -1.48
H 2.46 -5.33 -0.48
H 4.16 0.70 -0.86
H -0.04 3.92 2.49
H 2.09 2.68 -7.61
H 3.97 -2.68 -2.76
H -0.14 3.32 -4.86
H -0.64 1.89 -4.58
H 1.42 4.01 -6.54
H -1.94 -3.66 2.01
H -1.78 1.56 8.87
H 0.71 -3.28 -1.89
H 0.65 1.10 -6.53
H -1.08 1.62 6.43
H -0.25 3.80 5.25
H 1.12 -2.87 2.38
H -5.57 -4.62 -0.41
H 1.50 5.38 1.98
H 3.02 -0.17 2.67
H -3.81 -4.97 2.09
H 1.64 1.11 -4.06
H 1.94 2.84 -4.35
H -5.85 0.06 -2.76
H 2.77 -0.02 -6.62
H -0.69 0.37 9.39
H 0.54 3.09 -7.81
H 6.58 -1.29 -1.96
H 2.97 3.95 2.75
H 1.60 -2.66 -3.18
H -3.86 1.73 0.56
H 4.96 4.17 -3.34
H 1.83 4.58 0.74
H -0.65 1.97 10.10
H 3.83 4.82 3.66
H 2.59 -2.33 -0.98
H 1.45 0.57 5.03
H 4.22 -4.22 -2.40
H -2.33 1.29 -2.50
H 1.97 2.27 6.52
H -1.70 2.16 3.27
H 2.36 3.16 -1.04
H -3.25 -5.31 0.61
H -6.56 -4.78 2.58
H 3.22 1.64 0.87
H 4.29 -0.12 -5.87
H -5.83 -2.90 -1.76
H 2.54 -2.41 1.36
H -2.42 1.79 -0.31
H -6.45 -3.32 1.57
H 4.26 1.50 -2.41
H -0.72 3.76 -1.49
H 3.59 -4.40 0.38
H -3.75 -0.49 -2.90
H 1.54 -4.43 -2.96
H -3.99 -1.97 -3.00
H 3.57 -0.09 -2.37
H 0.23 -1.12 0.65
H 4.27 -1.01 2.81